Version 1
Here is a single C10H9NO2 molecule from the Open Molecules 2025 dataset. Energies are from ωB97M-V/def2-TZVPD.

- HOMO-LUMO gap: 9.120 eV
- HOMO energy: -8.41 eV
- SMILES: COc1ccccc1-c1cnco1

ORCA input file:
```
! RIJCOSX wB97M-V def2-TZVPD def2/J DEFGRID3
* xyz 0 1
C 1.857 -0.177 -2.064
O 0.684 0.485 -1.562
C 0.601 0.749 -0.244
C 1.426 1.674 0.425
C 1.342 1.906 1.792
C 0.350 1.299 2.525
C -0.519 0.393 1.893
C -0.479 0.145 0.519
C -1.379 -0.770 -0.124
C -2.671 -1.163 0.100
N -3.007 -2.154 -0.761
C -1.974 -2.314 -1.506
O -0.960 -1.590 -1.148
H 2.205 -1.143 -1.273
H 2.774 0.650 -2.064
H 1.600 -0.431 -3.121
H 2.216 2.135 -0.213
H 2.019 2.651 2.230
H 0.279 1.619 3.590
H -1.233 -0.164 2.428
H -3.304 -0.820 0.886
H -1.828 -2.979 -2.311
*
```

---

Version 2
Here is a molecular structure, C10H9NO2 from the Open Molecules 2025 dataset. Energies are from ωB97M-V/def2-TZVPD.

- HOMO-LUMO gap: 8.551 eV
- HOMO energy: -8.48 eV

ORCA input file:
```
! RIJCOSX wB97M-V def2-TZVPD def2/J DEFGRID3
* xyz 0 1
C -0.901 1.006 2.097
C -0.092 0.208 1.250
C 1.014 -0.464 1.672
C 1.948 -1.044 0.661
C 1.714 -1.171 -0.643
C 0.445 -0.619 -1.127
C -0.967 -0.512 -2.835
C -1.800 0.358 -2.033
C -1.602 0.552 -0.718
C -0.380 0.085 -0.152
H 0.028 2.305 3.440
H -2.086 0.686 2.355
H -0.594 2.197 1.705
H 1.166 -0.338 2.695
H 3.114 -1.169 0.923
H 2.634 -1.791 -2.308
H -1.252 -0.610 -3.950
H -2.546 0.798 -2.610
H -2.421 1.116 -0.161
N 0.100 -1.004 -2.440
O -0.338 1.110 3.545
O 2.814 -1.696 -1.365
*
```

---

Structures ranked by computed energy, the most stable listed first: version 1, version 2.

---

Version 1
Here is a molecular structure, H10O4S from the Open Molecules 2025 dataset. Energies are from ωB97M-V/def2-TZVPD.

- HOMO-LUMO gap: 3.394 eV
- HOMO energy: -9.83 eV

ORCA input file:
```
! RIJCOSX wB97M-V def2-TZVPD def2/J DEFGRID3
* xyz 0 1
S -1.053 0.736 1.928
H 0.409 2.177 -0.630
H -1.786 0.838 3.046
H 0.750 -0.715 1.514
H 1.912 -0.659 0.562
O 1.537 -1.190 1.285
H -0.036 2.314 -0.053
H 2.936 0.452 -1.433
O 2.311 0.102 -0.778
H -2.573 -0.129 0.356
H -3.036 -1.286 -0.510
O -3.109 -0.326 -0.410
H 0.205 -1.507 -1.644
H 1.219 -0.240 -1.387
O 0.314 -0.567 -1.845
*
```

---

Version 2
Here is 5 unconnected molecules or ions with the total composition H10O4S from the Open Molecules 2025 dataset. Energies are from ωB97M-V/def2-TZVPD.

- HOMO-LUMO gap: 10.413 eV
- HOMO energy: -10.11 eV
- SMILES: O.O.O.O.S

ORCA input file:
```
! RIJCOSX wB97M-V def2-TZVPD def2/J DEFGRID3
* xyz 0 1
O -0.758 2.787 0.436
H -0.036 2.301 0.872
H -1.160 2.246 -0.255
O 0.566 0.041 -1.356
H 0.908 -0.015 -2.240
H 0.689 -0.689 -0.735
O 0.853 -2.425 0.350
H 1.148 -1.998 1.177
H 0.079 -2.841 0.732
O 2.276 1.765 -0.234
H 1.455 1.432 -0.659
H 3.036 1.274 -0.552
S -1.636 -1.131 0.460
H -1.536 -0.062 -0.280
H -2.718 -0.684 1.098
*
```

---

Structures ranked by computed energy, the most stable listed first: version 2, version 1.

---

Version 1
Here is a single C3H2OS molecule from the Open Molecules 2025 dataset. Energies are from ωB97M-V/def2-TZVPD.

- HOMO-LUMO gap: 8.162 eV
- HOMO energy: -8.07 eV

ORCA input file:
```
! RIJCOSX wB97M-V def2-TZVPD def2/J DEFGRID3
* xyz 0 1
C 1.046 -0.735 -0.063
C 1.015 0.606 -0.069
C -0.312 -0.002 0.001
O -2.852 0.793 -0.031
S -1.972 -0.409 -0.056
H 1.445 -1.723 0.187
H 1.628 1.470 0.031
*
```

---

Version 2
Here is 2 unconnected molecules or ions with the total composition C3H2OS from the Open Molecules 2025 dataset. Energies are from ωB97M-V/def2-TZVPD.

- HOMO-LUMO gap (spin up / spin down): 7.285 / 7.280 eV
- HOMO energy (spin up / spin down): -9.07 / -9.07 eV
- SMILES: C1=CC=1.O=S

ORCA input file:
```
! RIJCOSX wB97M-V def2-TZVPD def2/J DEFGRID3
* xyz 0 1
C 0.983 1.273 -0.303
C 0.756 -0.113 -0.621
C 1.436 0.210 0.498
H 0.429 -0.868 -1.255
H 1.909 -0.160 1.378
O -2.871 0.526 0.376
S -2.641 -0.869 -0.073
*
```

---

Structures ranked by computed energy, the most stable listed first: version 1, version 2.

---

Version 1
Here is a single C5H6OS2 molecule from the Open Molecules 2025 dataset. Energies are from ωB97M-V/def2-TZVPD.

- HOMO-LUMO gap: 8.465 eV
- HOMO energy: -8.19 eV
- SMILES: C=[S@@H](=O)c1cccs1

ORCA input file:
```
! RIJCOSX wB97M-V def2-TZVPD def2/J DEFGRID3
* xyz 0 1
C 1.159 -2.172 -0.634
S -0.183 -1.736 0.357
O -0.153 -2.105 1.761
C -0.281 -0.029 0.165
C 0.492 0.973 0.717
C 0.050 2.234 0.309
C -0.978 2.196 -0.574
S -1.426 0.563 -0.900
H 1.733 -3.081 -0.503
H 0.823 -1.925 -1.681
H -1.600 -1.966 -0.094
H 1.202 0.716 1.409
H 0.352 3.231 0.673
H -1.191 3.100 -1.005
*
```

---

Version 2
Here is a single C5H6OS2 molecule from the Open Molecules 2025 dataset. Energies are from ωB97M-V/def2-TZVPD.

- HOMO-LUMO gap: 9.220 eV
- HOMO energy: -8.82 eV
- SMILES: O=C1SC=C[C@H]1CS

ORCA input file:
```
! RIJCOSX wB97M-V def2-TZVPD def2/J DEFGRID3
* xyz 0 1
O -0.216 2.311 0.214
C -0.627 1.171 0.095
S -2.156 0.735 -0.930
C -1.737 -0.909 -0.670
C -0.785 -1.242 0.230
C -0.040 -0.065 0.711
C 1.538 0.064 0.417
S 1.840 0.221 -1.356
H -2.302 -1.656 -1.392
H -0.461 -2.218 0.561
H -0.091 0.228 1.864
H 1.910 -0.904 0.788
H 1.971 0.900 1.058
H 1.157 1.364 -1.593
*
```

---

Structures ranked by computed energy, the most stable listed first: version 2, version 1.

---

Version 1
Here is a molecular structure, C5H6OS2 from the Open Molecules 2025 dataset. Energies are from ωB97M-V/def2-TZVPD.

- HOMO-LUMO gap (spin up / spin down): 6.880 / 6.929 eV
- HOMO energy (spin up / spin down): -8.87 / -8.90 eV

ORCA input file:
```
! RIJCOSX wB97M-V def2-TZVPD def2/J DEFGRID3
* xyz 0 1
C -2.169 0.460 0.268
C -0.903 0.466 -0.291
C -2.197 -0.059 1.545
C 0.020 -0.028 0.577
C 1.635 -0.277 0.196
O 2.343 0.799 -0.499
S -0.563 -0.404 2.090
S 4.380 0.992 -1.269
H -2.899 0.804 -0.318
H -0.749 0.812 -1.313
H -2.989 0.202 2.202
H 1.659 -1.008 -0.580
H 2.065 -0.653 1.134
H 4.480 1.112 0.127
*
```

---

Version 2
Here is a molecular structure, C5H6OS2 from the Open Molecules 2025 dataset. Energies are from ωB97M-V/def2-TZVPD.

- HOMO-LUMO gap: 9.420 eV
- HOMO energy: -8.85 eV

ORCA input file:
```
! RIJCOSX wB97M-V def2-TZVPD def2/J DEFGRID3
* xyz 0 1
C 0.553 -0.263 0.235
C 1.354 1.039 0.604
C 1.287 1.195 -0.924
C 1.430 -0.328 -1.051
C -0.684 0.405 -0.364
H 1.515 -1.852 1.561
H 0.847 1.811 1.205
H 2.338 0.797 0.957
H 1.845 1.953 -1.489
H 2.414 -0.713 -0.863
H 0.989 -0.799 -1.924
O -0.151 1.369 -1.132
S 0.228 -1.624 1.342
S -2.251 0.097 -0.179
*
```

---

Version 3
Here is a molecular structure, C5H6OS2 from the Open Molecules 2025 dataset. Energies are from ωB97M-V/def2-TZVPD.

- HOMO-LUMO gap: 7.584 eV
- HOMO energy: -8.93 eV

ORCA input file:
```
! RIJCOSX wB97M-V def2-TZVPD def2/J DEFGRID3
* xyz 0 1
C -0.264 2.074 -0.969
C 0.142 0.789 -0.168
C -0.450 0.153 1.554
C -1.047 -0.039 0.190
C 1.016 -0.203 -0.729
H 0.375 3.052 -0.766
H -0.516 1.634 -2.017
H -1.266 2.259 -0.543
H 0.249 -0.784 1.818
H -0.913 0.486 2.706
H 0.626 -0.256 -1.875
O 0.514 1.071 1.113
S -2.247 -1.042 -0.314
S 2.307 -0.934 -0.154
*
```

---

Structures ranked by computed energy, the most stable listed first: version 2, version 3, version 1.

---

Version 1
Here is 2 unconnected molecules or ions with the total composition C7H15NO2 from the Open Molecules 2025 dataset. Energies are from ωB97M-V/def2-TZVPD.

- HOMO-LUMO gap: 9.763 eV
- HOMO energy: -9.08 eV
- SMILES: CCCN1CCCC1=O.O

ORCA input file:
```
! RIJCOSX wB97M-V def2-TZVPD def2/J DEFGRID3
* xyz 0 1
C 1.567 3.719 -1.344
C 0.308 3.594 -0.495
C -0.136 2.142 -0.338
N -1.020 1.901 0.789
C -0.460 1.656 2.116
C -1.693 1.510 3.015
C -2.765 2.370 2.340
C -2.368 2.434 0.879
O -2.941 3.046 -0.011
H 1.806 4.773 -1.542
H 2.432 3.267 -0.836
H 1.442 3.212 -2.312
H 0.484 4.035 0.498
H -0.514 4.167 -0.951
H -0.667 1.819 -1.244
H 0.745 1.488 -0.227
H 0.171 0.755 2.102
H 0.163 2.505 2.440
H -2.013 0.458 3.030
H -1.484 1.822 4.044
H -3.782 1.967 2.431
H -2.755 3.402 2.723
O -3.466 -0.026 0.209
H -2.427 -0.013 0.243
H -3.728 -0.492 1.010
*
```

---

Version 2
Here is 2 unconnected molecules or ions with the total composition C7H15NO2 from the Open Molecules 2025 dataset. Energies are from ωB97M-V/def2-TZVPD.

- HOMO-LUMO gap: 8.664 eV
- HOMO energy: -7.85 eV
- SMILES: CC(C)=CN.CCC(=O)O

ORCA input file:
```
! RIJCOSX wB97M-V def2-TZVPD def2/J DEFGRID3
* xyz 0 1
C 1.802 -0.928 1.782
C 0.513 -1.278 1.093
C 0.619 -2.284 -0.019
C -0.636 -0.670 1.426
N -1.879 -0.883 0.889
H 2.099 -1.740 2.453
H 1.715 -0.012 2.376
H 2.601 -0.769 1.051
H 0.690 -1.769 -0.984
H 1.516 -2.901 0.092
H -0.241 -2.960 -0.045
H -0.640 0.115 2.182
H -2.134 -1.869 0.901
H -2.605 -0.319 1.326
C -1.605 2.046 -1.290
C -0.481 1.253 -1.937
C 0.864 1.364 -1.266
O 1.886 0.833 -1.662
O 0.898 2.144 -0.171
H -2.445 2.142 -1.986
H -1.975 1.540 -0.394
H -1.289 3.052 -0.999
H -0.350 1.610 -2.964
H -0.758 0.194 -1.969
H 1.834 2.089 0.113
*
```

---

Structures ranked by computed energy, the most stable listed first: version 1, version 2.